--- a ---
An isolated ion of composition CH7N4O and charge +1. Source: the Open Molecules 2025 dataset; level of theory: ωB97M-V/def2-TZVPD.

The HOMO-LUMO gap is 10.5 eV. The structure (SMILES) is C1N[NH2+]NON1. The HOMO energy is -14.54 eV.

```
! wB97M-V def2-TZVPD RIJCOSX def2/J DEFGRID3
* xyz 1 1
O 0.08297 -1.19095 1.20593
N -0.98498 0.75218 0.25847
N 1.03371 -1.21958 0.08801
N -0.07584 0.58664 -0.87243
N -1.12159 -0.67669 0.74203
C 1.26349 0.08343 -0.47177
H -0.15538 1.33251 -1.61897
H 0.82937 -1.94581 -0.66654
H -1.94927 0.85829 -0.20733
H 1.95489 0.00412 -1.34779
H -1.78676 -0.72678 1.46541
H 1.72291 0.55814 0.35375
H -0.81352 1.58450 1.07124
*
```

***

--- b ---
An isolated ion of composition CH7N4O and charge +1. Source: the Open Molecules 2025 dataset; level of theory: ωB97M-V/def2-TZVPD.

The HOMO-LUMO gap (spin up / spin down) is 8.2 / 8.3 eV. The HOMO energy (spin up / spin down) is -13.87 / -13.89 eV.

```
! wB97M-V def2-TZVPD RIJCOSX def2/J DEFGRID3
* xyz 1 1
O -0.17265 -0.46774 1.66293
N 1.23095 0.35754 -0.48900
N -0.04831 0.42949 -1.01930
N -1.33547 -0.49518 0.76949
N 0.62674 0.50895 1.39281
C -0.89743 -0.62972 -0.63140
H -1.90868 -0.66056 -1.21081
H 1.99928 1.04138 -0.56326
H 1.65847 -0.52440 -0.69448
H 1.35507 0.45314 2.06460
H -0.42080 1.17988 -1.46748
H -1.79285 0.39827 0.96743
H -0.29432 -1.59105 -0.78155
*
```

***

a comes first in stability; the runner-up is 43.1 kJ/mol higher.

***

--- a ---
C11H13N2O6V as an isolated structure. Source: the Open Molecules 2025 dataset; level of theory: ωB97M-V/def2-TZVPD.

The HOMO-LUMO gap (spin up / spin down) is 5.8 / 6.6 eV. The HOMO energy (spin up / spin down) is -11.17 / -12.13 eV.

```
! wB97M-V def2-TZVPD RIJCOSX def2/J DEFGRID3
* xyz 1 4
V 0.07702 0.36589 -2.57088
O -0.24770 5.46815 -5.68190
O 2.18726 0.79089 -4.72610
O -0.66150 0.52557 0.08627
O 0.48634 -2.34111 -1.19852
O -0.08293 3.08523 -1.10552
O -2.54634 0.36068 -4.10106
N 0.93584 -0.03771 1.63843
N -1.14694 -1.10046 1.62857
C -1.53631 0.34062 -3.51127
C -0.30491 -0.17212 1.08448
C 0.25309 -1.28909 3.57786
C 1.41315 -0.87933 2.70803
C 0.33493 -1.30179 -1.71628
C -0.79131 -1.96328 2.72921
C -0.01946 2.01904 -1.57812
C 1.91743 0.76015 0.94419
C -0.19171 4.48301 -5.09501
C -2.34062 -1.45168 0.89777
C 1.38404 0.61680 -3.89630
H -0.09905 3.00164 -4.22473
H 1.50128 1.73529 0.67988
H -0.40675 -2.93068 2.35791
H -1.70497 -2.16233 3.30233
H 2.77770 0.89983 1.60573
H 2.25382 0.26533 0.01788
H -2.18258 -2.34763 0.27710
H 0.59672 -1.96830 4.35960
H 1.92266 -1.77484 2.30748
H -2.61644 -0.61722 0.25077
H -3.14410 -1.66640 1.61059
H -0.17356 -0.40881 4.06872
H 2.15590 -0.30533 3.27292
*
```

***

--- b ---
C11H13N2O6V as an isolated structure. Source: the Open Molecules 2025 dataset; level of theory: ωB97M-V/def2-TZVPD.

The HOMO-LUMO gap (spin up / spin down) is 6.0 / 6.4 eV. The HOMO energy (spin up / spin down) is -12.06 / -12.06 eV.

```
! wB97M-V def2-TZVPD RIJCOSX def2/J DEFGRID3
* xyz 1 4
V 0.22944 0.95661 -2.84097
O -0.67353 0.66565 0.08347
O 1.14237 -3.11939 -0.44089
O 2.13131 0.52769 -5.18092
O -2.47396 -0.36168 -3.24390
O 0.15438 3.42332 -0.99065
O -0.39164 6.05097 -6.17550
N 0.89568 0.00106 1.65708
N -1.25785 -0.91678 1.59532
C -2.50009 -0.98802 0.88566
C -0.34025 -0.04041 1.05474
C 0.23774 2.44598 -1.64091
C 1.90537 0.87838 1.10381
C 1.35024 -1.05157 2.54702
C 1.41950 0.63984 -4.24847
C 0.90827 -2.06768 -0.82033
C 0.20168 -1.59800 3.34710
C -0.40858 5.14590 -5.50444
C -0.91015 -2.05102 2.42178
C -1.41341 0.10837 -3.02959
H -0.17359 1.98951 -3.56057
H -2.93537 0.01096 0.83294
H -0.60052 -2.93332 1.81417
H -0.20898 -0.82512 4.00754
H 2.67641 1.02867 1.86592
H 2.10445 -0.59625 3.19175
H -2.34187 -1.34423 -0.13739
H -1.80291 -2.34942 2.99870
H -3.17232 -1.66495 1.41990
H 1.83575 -1.85275 1.96972
H 0.54468 -2.42658 3.97149
H 1.46947 1.84318 0.84028
H 2.39828 0.47109 0.20613
*
```

***

b comes first in stability; the runner-up is 78.2 kJ/mol higher.

***

--- a ---
A 2-piece molecular cluster, C5H10O2 overall. Source: the Open Molecules 2025 dataset; level of theory: ωB97M-V/def2-TZVPD.

The HOMO-LUMO gap (spin up / spin down) is 8.3 / 6.0 eV. The HOMO energy (spin up / spin down) is -13.71 / -13.71 eV.

```
! wB97M-V def2-TZVPD RIJCOSX def2/J DEFGRID3
* xyz 1 2
O -1.88369 0.35061 0.17606
O 2.83424 -4.65406 2.60625
C 0.14906 0.70195 -1.00997
C -0.21284 1.38210 -2.20024
C -0.56435 0.56264 0.16750
C 0.02411 0.18927 1.49000
C -1.31328 2.17654 -2.42809
H 1.19576 0.41492 -0.98099
H -0.77681 -0.32595 2.03335
H -1.49554 2.49111 -3.44629
H 0.18077 1.03074 2.16621
H 3.10622 -3.78565 2.36157
H -2.05560 2.34651 -1.66794
H 1.89116 -4.51846 2.58219
H 0.84093 -0.51512 1.37993
H 0.51856 1.14839 -2.96754
H -2.43868 1.00444 -0.26202
*
```

***

--- b ---
An isolated ion of composition C5H10O2 and charge +1. Source: the Open Molecules 2025 dataset; level of theory: ωB97M-V/def2-TZVPD.

The HOMO-LUMO gap (spin up / spin down) is 11.9 / 6.6 eV. The HOMO energy (spin up / spin down) is -16.39 / -16.36 eV.

```
! wB97M-V def2-TZVPD RIJCOSX def2/J DEFGRID3
* xyz 1 2
O -1.63440 1.21675 -1.39624
O -2.87531 0.06000 0.03123
C 1.69006 -1.04499 0.08334
C -1.82602 0.24257 -0.56955
C 0.52750 0.95923 1.07954
C 0.62279 0.02929 -0.12215
C -0.69779 -0.75944 -0.36830
H 0.83751 0.57967 -1.03961
H -0.68615 -1.35140 -1.29180
H 1.17928 1.82804 0.99188
H -0.47100 1.38373 1.23888
H 1.43861 -1.68929 0.92154
H 0.78341 0.42445 1.99652
H 1.87436 -1.65464 -0.79629
H 2.63180 -0.54796 0.31460
H -0.93770 -1.39315 0.47924
H -2.45695 1.71717 -1.55284
*
```

***

b comes first in stability; the runner-up is 58.6 kJ/mol higher.

***

--- a ---
An isolated ion of composition C3H9N2 and charge +2. Source: the Open Molecules 2025 dataset; level of theory: ωB97M-V/def2-TZVPD.

The HOMO-LUMO gap (spin up / spin down) is 11.2 / 10.6 eV. The HOMO energy (spin up / spin down) is -20.03 / -22.95 eV.

```
! wB97M-V def2-TZVPD RIJCOSX def2/J DEFGRID3
* xyz 2 2
N -2.07333 0.48688 0.19080
N 1.14614 -0.81396 -0.96892
C -1.14860 -0.22984 -0.38102
C 0.21663 -0.08562 -0.07980
C 0.83977 0.61923 1.04254
H 0.81298 -1.73908 -1.28409
H -1.83683 0.92303 1.08197
H 2.01399 -1.00784 -0.45238
H 1.20182 -0.05190 1.83831
H 1.74177 1.17555 0.72388
H -1.44902 -0.87772 -1.20181
H -3.04515 0.45019 -0.11383
H 0.20358 1.42223 1.41863
H 1.37625 -0.27116 -1.81428
*
```

***

--- b ---
An isolated ion of composition C3H9N2 and charge +2. Source: the Open Molecules 2025 dataset; level of theory: ωB97M-V/def2-TZVPD.

The HOMO-LUMO gap (spin up / spin down) is 11.2 / 6.7 eV. The HOMO energy (spin up / spin down) is -21.74 / -21.67 eV.

```
! wB97M-V def2-TZVPD RIJCOSX def2/J DEFGRID3
* xyz 2 2
N -0.11881 0.79025 -0.30220
N -1.54458 0.22790 -2.01951
C 0.70325 -0.84431 1.66837
C -0.62945 -0.16718 -1.14148
C 1.01867 0.43305 0.66549
H 1.24829 -1.76016 1.47743
H -0.23789 -1.29893 -1.07475
H -0.38444 1.75866 -0.32467
H -0.39775 -1.06903 1.73174
H -1.89699 1.15994 -1.90444
H 1.97486 0.26383 0.14292
H 1.17286 1.41561 1.18434
H -1.91941 -0.27383 -2.81829
H 1.01139 -0.63582 2.71505
*
```

***

a comes first in stability; the runner-up is 247.5 kJ/mol higher.